Entry from OMol25: C51H53CoGeN6O2S5Se as an isolated structure (wB97M-V/def2-TZVPD).

XYZ file:
```
120
Properties=species:S:1:pos:R:3
Co -0.108 -0.018 -0.115
N -0.921 1.315 -1.211
S -2.141 2.131 -1.140
N -3.402 1.609 -0.209
S -3.885 1.999 1.207
N -2.947 1.826 2.440
S -1.902 0.558 2.586
N -0.909 0.420 1.511
C -2.928 -0.872 2.907
C -2.598 -2.063 2.283
C -3.367 -3.189 2.541
C -4.428 -3.113 3.432
C -4.740 -1.911 4.059
C -3.991 -0.777 3.796
C -1.086 0.947 4.125
C -1.378 0.278 5.303
C -0.604 0.537 6.425
C 0.450 1.435 6.353
C 0.736 2.091 5.162
C -0.032 1.846 4.038
C -5.353 1.015 1.391
C -5.570 -0.069 0.558
C -6.682 -0.865 0.786
C -7.551 -0.562 1.826
C -7.321 0.536 2.647
C -6.210 1.334 2.435
C -4.522 3.654 1.352
C -5.497 4.030 0.438
C -6.034 5.301 0.526
C -5.596 6.169 1.521
C -4.637 5.768 2.440
C -4.090 4.496 2.362
C -2.944 2.328 -2.721
C -2.097 2.384 -3.818
C -2.645 2.521 -5.082
C -4.025 2.586 -5.234
C -4.860 2.527 -4.125
C -4.321 2.396 -2.855
C -1.703 3.788 -0.623
C -2.197 4.917 -1.255
C -1.740 6.163 -0.848
C -0.798 6.260 0.167
C -0.316 5.118 0.794
C -0.768 3.871 0.400
H -1.742 -2.107 1.622
H -3.121 -4.123 2.055
H -5.011 -3.997 3.653
H -5.562 -1.858 4.760
H -4.222 0.164 4.278
H -2.179 -0.444 5.353
H -0.820 0.021 7.351
H 1.060 1.616 7.228
H 1.565 2.783 5.107
H 0.180 2.325 3.090
H -4.869 -0.268 -0.245
H -6.872 -1.721 0.154
H -8.416 -1.188 2.000
H -8.003 0.769 3.453
H -6.009 2.192 3.067
H -5.838 3.333 -0.318
H -6.803 5.610 -0.168
H -6.017 7.163 1.582
H -4.322 6.440 3.227
H -3.351 4.139 3.066
H -1.028 2.303 -3.667
H -1.997 2.578 -5.945
H -4.453 2.680 -6.223
H -5.932 2.591 -4.250
H -4.956 2.320 -1.983
H -2.915 4.826 -2.060
H -2.109 7.054 -1.337
H -0.430 7.234 0.462
H 0.420 5.201 1.584
H -0.400 2.955 0.851
O -0.007 -5.450 0.513
C 1.106 -4.986 1.094
C 1.879 -5.893 1.822
C 3.031 -5.485 2.459
C 3.451 -4.157 2.383
C 2.705 -3.255 1.662
C 1.524 -3.642 1.015
C 0.752 -2.612 0.319
O 1.221 -1.412 0.218
N -0.427 -2.920 -0.171
N -1.059 -1.847 -0.754
C -2.142 -2.179 -1.372
S -3.107 -1.065 -2.289
C -4.414 -2.278 -2.713
C -3.783 -3.648 -2.775
S -2.693 -3.846 -1.336
H -0.446 -4.710 0.049
H 1.540 -6.918 1.874
H 3.614 -6.200 3.024
H 4.352 -3.839 2.890
H 3.005 -2.219 1.575
H -4.816 -1.982 -3.681
H -5.199 -2.218 -1.961
H -3.169 -3.762 -3.668
H -4.529 -4.441 -2.746
C 5.636 2.607 -0.437
Ge 4.721 2.695 1.298
C 5.127 1.129 2.414
C 4.996 4.422 2.203
C 2.727 2.571 0.968
Se 2.320 1.142 -0.292
C 2.073 2.245 -1.873
H 6.703 2.443 -0.289
H 5.513 3.535 -0.996
H 5.240 1.779 -1.025
H 6.180 0.861 2.332
H 4.531 0.279 2.078
H 4.906 1.319 3.464
H 6.053 4.559 2.428
H 4.438 4.473 3.138
H 4.677 5.240 1.558
H 2.297 3.501 0.598
H 2.247 2.312 1.913
H 2.919 2.918 -1.986
H 1.140 2.793 -1.773
H 2.013 1.569 -2.723
```

Output
HOMO energy (spin up / spin down) (eV): -11.72 / -11.70
Charge: +2
Molar mass (g mol⁻¹): 1152.86
Frontier orbital gap (spin up / spin down) (eV): 7.2 / 5.2
Spin multiplicity: 5

Löwdin atomic charge list, values in e, 4 entries: Co 0.65; N -0.34; S 0.79; N -0.36